C31H29CrN2O4 | wB97M-V/def2-TZVPD

CARTESIAN COORDINATES (ANGSTROEM)
O: 4.011691 1.094459 1.124235
C: 3.905007 0.963307 -0.033895
Cr: 3.751234 0.412384 -1.822072
C: 2.595898 -0.893155 -1.108461
O: 1.961638 -1.680205 -0.520214
C: 4.922603 -1.091095 -1.431412
O: 5.421705 -2.083800 -1.080863
C: 4.940585 1.387901 -3.320990
C: 4.341426 2.409001 -2.558312
C: 2.965888 2.389029 -2.330816
C: 2.155523 1.337827 -2.824991
C: 0.877628 1.047405 -2.203920
C: -0.212340 0.689692 -1.777021
C: -1.526072 0.397259 -1.414914
C: -1.924511 -1.003271 -1.487074
C: -1.065790 -1.887736 -2.195641
C: -1.434319 -3.199298 -2.472360
C: -2.640704 -3.702291 -1.959860
C: -3.441199 -2.882160 -1.149118
C: -3.110616 -1.542626 -0.943815
C: -2.404466 1.556283 -1.259680
C: -1.985132 2.783251 -1.850992
C: -2.876102 3.831043 -2.045797
C: -4.176299 3.736928 -1.524933
C: -4.509093 2.644427 -0.704553
C: -3.634077 1.568601 -0.560010
C: 2.757030 0.404658 -3.722389
C: 4.129901 0.423807 -3.960278
H: 6.024942 1.379784 -3.475868
H: 4.955182 3.198005 -2.099958
H: 2.475170 3.156682 -1.722747
H: -0.118784 -1.503547 -2.578439
H: -0.773141 -3.821002 -3.077231
H: -2.943199 -4.726495 -2.174468
H: -4.339120 -3.286818 -0.679830
H: -3.783655 -0.915017 -0.369045
H: -0.965344 2.868792 -2.232700
H: -2.544069 4.712283 -2.593550
H: -4.904290 4.520759 -1.720601
H: -5.459514 2.622438 -0.168629
H: -3.885279 0.758446 0.123020
H: 2.114253 -0.355557 -4.176574
H: 4.589602 -0.340883 -4.602331
C: -0.700585 -2.080706 5.877133
N: -0.337332 -2.024697 4.473224
C: 0.693499 -2.965190 4.042718
C: -1.030355 -1.157450 3.664818
C: -0.372993 -0.819614 2.298945
C: 0.898408 0.023128 2.531962
C: 0.516729 1.476563 2.193306
C: -0.914070 1.391943 1.615734
N: -1.185018 -0.017292 1.426080
O: -2.070290 -0.620607 4.046382
H: -1.479697 -1.333124 6.067027
H: -1.079128 -3.074451 6.152705
H: 0.173163 -1.872545 6.514111
H: 0.724059 -3.050454 2.948116
H: 1.685001 -2.655538 4.408046
H: 0.477715 -3.960172 4.462173
H: -0.169397 -1.776168 1.825304
H: 1.329899 -0.095428 3.525529
H: 1.629083 -0.331701 1.795984
H: 0.562181 2.180710 3.033930
H: 1.173026 1.853512 1.399627
H: -1.646168 1.840867 2.314312
H: -0.965393 1.977810 0.689395
H: -2.152114 -0.288894 1.382515

Forces on atoms 1 to 3 (eV/Å):
-0.39 -0.05 -4.24
0.25 -0.03 5.24
1.80 -0.95 1.71

Summary:
- HOMO energy (spin up / spin down): -0.45109 / -0.51173 hartree
- 2S+1: 4
- Charge: +2
- Max |F|: 5.25 eV/Å
- Electronic energy: -2652.923566 hartree



C29H44I2N6O3PSW | wB97M-V/def2-TZVPD

CARTESIAN COORDINATES (ANGSTROEM)
W: 0.641226 0.529051 0.467164
I: 0.045847 5.664528 1.145561
C: 1.772146 4.581061 0.827005
C: 3.031731 5.235892 0.786393
C: 4.205717 4.554379 0.598929
I: 5.990499 5.604116 0.547579
C: 4.178850 3.132155 0.443243
C: 5.296598 2.299981 0.246414
C: 5.125578 0.942495 0.110541
C: 3.843868 0.396927 0.174938
N: 2.757278 1.143656 0.361120
C: 2.926240 2.497874 0.486909
C: 1.735141 3.225019 0.666713
O: 0.619564 2.462026 0.679790
H: 3.047837 6.310535 0.908053
H: 6.285113 2.738807 0.202162
H: 5.969116 0.285852 -0.043831
H: 3.694987 -0.668551 0.075568
O: -1.303299 0.427669 0.327969
P: -2.282276 0.637154 -0.906505
N: -1.430030 1.631735 -1.910268
C: -2.002688 1.961498 -3.246227
C: -1.180819 1.113543 -4.204011
C: 0.234220 1.216741 -3.627148
C: 0.011042 1.483543 -2.115652
N: -2.645097 -0.857417 -1.392824
C: -3.746322 -1.143324 -2.360417
C: -3.466106 -2.579264 -2.780742
C: -2.898321 -3.199264 -1.508636
C: -1.973082 -2.109898 -0.974162
N: -3.631837 1.440537 -0.592267
C: -4.807413 0.848166 0.102156
C: -5.220849 1.937432 1.078949
C: -4.956425 3.209553 0.279870
C: -3.624910 2.929832 -0.410402
H: -1.854912 3.028340 -3.424851
H: -3.072927 1.764075 -3.257895
H: -1.234990 1.468405 -5.230662
H: -1.534850 0.080387 -4.183685
H: 0.769406 2.063062 -4.055903
H: 0.835831 0.328463 -3.806887
H: 0.552260 2.361679 -1.766565
H: 0.425003 0.561971 -1.590025
H: -3.730261 -0.444598 -3.195494
H: -4.709819 -1.059839 -1.856365
H: -2.720329 -2.598402 -3.578482
H: -4.359487 -3.079832 -3.146236
H: -2.371136 -4.134647 -1.685455
H: -3.696154 -3.394499 -0.790357
H: -0.981549 -2.179287 -1.436201
H: -1.858821 -2.139323 0.109642
H: -4.540615 -0.096245 0.576237
H: -5.597322 0.661872 -0.627174
H: -4.588320 1.903695 1.969869
H: -6.255796 1.831569 1.396174
H: -4.910818 4.107450 0.892272
H: -5.742046 3.356581 -0.462450
H: -2.777524 3.219115 0.215694
H: -3.529066 3.428776 -1.372412
C: -0.987488 0.427589 4.596612
S: -0.332181 1.448432 3.296928
C: 0.915068 2.361550 4.174802
O: 0.495988 0.380442 2.471390
H: -1.507562 1.088253 5.291811
H: -0.182782 -0.107692 5.096226
H: -1.700437 -0.256905 4.142718
H: 0.390230 3.015733 4.873527
H: 1.448393 2.972032 3.447465
H: 1.582468 1.680662 4.699414
N: 1.287605 -1.400858 0.480114
C: 1.614762 -2.529542 0.560584
N: 1.955543 -3.746338 0.639111
C: 2.329775 -4.540994 -0.577461
C: 3.718268 -5.122905 -0.389381
C: 3.814149 -5.911557 0.912619
C: 3.443112 -5.042034 2.109731
C: 2.051180 -4.458057 1.957633
H: 2.251976 -3.878623 -1.438228
H: 1.572473 -5.322372 -0.665672
H: 4.455688 -4.315022 -0.402317
H: 3.935569 -5.759547 -1.247881
H: 4.823742 -6.299875 1.037172
H: 3.151865 -6.781143 0.866671
H: 4.165716 -4.229681 2.229649
H: 3.464998 -5.621921 3.033207
H: 1.799024 -3.738422 2.734520
H: 1.283957 -5.233985 1.932307

Forces on atoms 1 to 3 (eV/Å):
-0.22 0.57 0.08
-0.11 0.01 0.01
0.28 -0.02 -0.02

Summary:
- HOMO energy (spin up / spin down): -0.55244 / -0.55918 hartree
- 2S+1: 3
- Charge: +3
- Max |F|: 0.62 eV/Å
- Electronic energy: -3086.973483 hartree



C20H22F3N5O2 | wB97M-V/def2-TZVPD

CARTESIAN COORDINATES (ANGSTROEM)
C: -1.610519 5.726855 0.815708
C: -0.666522 5.031076 -0.109149
C: -0.780705 5.113147 -1.497920
N: 0.007598 4.430892 -2.306091
C: 0.961195 3.684122 -1.760924
C: 1.791332 2.833441 -2.686924
N: 1.911412 1.467971 -2.217497
C: 0.884114 0.600156 -2.360223
O: -0.128170 0.870238 -2.975540
C: 1.134414 -0.767018 -1.735531
C: 0.673055 -0.880150 -0.259174
C: 1.006554 0.422176 0.465157
O: 2.165124 0.798274 0.570516
N: -0.012770 1.144315 0.949299
C: -1.422925 0.866384 0.787460
C: -1.616614 -0.177752 -0.316837
N: -0.715047 -1.299193 -0.160900
C: -0.967856 -2.095317 1.029122
C: -0.430072 -3.494963 0.866722
C: -0.301166 -4.037308 -0.406411
C: 0.179144 -5.319500 -0.593457
C: 0.537891 -6.093802 0.497333
C: 0.402191 -5.582055 1.773871
C: -0.081962 -4.292149 1.959241
C: -0.227207 -3.767680 3.360105
F: -0.002041 -4.696522 4.297803
F: 0.625837 -2.757393 3.630561
F: -1.460531 -3.282660 3.611324
C: 1.139032 3.672287 -0.380152
N: 0.313725 4.315044 0.432167
H: -1.586284 6.800701 0.638681
H: -2.629470 5.382077 0.646361
H: -1.327510 5.527220 1.845325
H: -1.535510 5.727241 -1.970939
H: 1.293721 2.817849 -3.659943
H: 2.794750 3.252884 -2.794489
H: 2.604482 1.272514 -1.507758
H: 2.200610 -0.985435 -1.785125
H: 0.584507 -1.508295 -2.314861
H: 1.286187 -1.662658 0.202246
H: 0.236616 2.005395 1.420156
H: -1.837059 0.504085 1.737719
H: -1.937321 1.795342 0.524858
H: -1.422337 0.270379 -1.292803
H: -2.645308 -0.542705 -0.307265
H: -0.549380 -1.628415 1.932032
H: -2.052405 -2.165922 1.165188
H: -0.588547 -3.426569 -1.246871
H: 0.272070 -5.717091 -1.592697
H: 0.916942 -7.094122 0.358658
H: 0.669221 -6.180420 2.631044
H: 1.943514 3.123032 0.090828

Forces on atoms 1 to 3 (eV/Å):
-0.06 0.05 -0.08
0.06 -0.02 -0.13
0.00 -0.01 0.28

Summary:
- Energy above the lowest of the compared OMol25 structures with the same formula, charge and spin: 0.0 kcal per mole
- HOMO energy: -0.32348 hartree
- Max |F|: 0.63 eV/Å
- SMILES string: Cc1cnc(CNC(=O)C[C@H]2C(=O)NCCN2Cc2ccccc2C(F)(F)F)cn1
- Electronic energy: -1499.259111 hartree



C18H35NO4 | wB97M-V/def2-TZVPD

CARTESIAN COORDINATES (ANGSTROEM)
C: -0.966999 4.048730 2.113411
C: -0.309706 4.154528 0.725258
C: -0.777032 3.078711 -0.278547
C: 0.299883 2.019783 -0.567302
C: 0.910867 1.495054 0.736695
C: -0.102455 0.922467 -1.591697
C: -1.081191 1.488763 -2.599785
O: -1.202070 0.636141 -3.743342
N: -2.570395 0.218027 -3.899631
O: -3.208984 1.002117 -4.473951
O: 1.084769 0.638777 -2.357385
C: 1.786306 -0.448705 -1.822356
O: 2.838438 -0.146387 -0.966508
C: 0.654126 -1.382992 -1.373875
C: 0.979623 -2.684888 -0.620272
C: 1.820567 -2.663794 0.670193
C: 3.305430 -2.973555 0.377935
C: 1.340944 -3.798673 1.608936
C: -0.593271 -0.459139 -1.059340
C: -1.435052 -0.377399 0.251438
C: -2.914635 -0.424806 -0.192433
C: -1.294872 -1.383591 1.398586
C: -0.523058 -0.904790 2.634728
H: -1.147938 5.039924 2.513713
H: -0.411631 3.430060 2.808604
H: -1.943635 3.593569 1.989309
H: -0.583854 5.121753 0.322933
H: 0.774989 4.142342 0.776230
H: -1.007020 3.620957 -1.188231
H: -1.713936 2.628126 0.046493
H: 1.085778 2.576215 -1.062536
H: 1.882499 1.927241 0.932490
H: 0.295475 1.749861 1.589320
H: 0.973784 0.417505 0.738205
H: -2.032965 1.651826 -2.105334
H: -0.743648 2.459421 -2.942124
H: 2.254659 -0.934691 -2.676381
H: 2.593356 -0.222593 -0.035903
H: 0.374854 -1.764718 -2.347767
H: 1.532544 -3.295738 -1.329903
H: 0.043237 -3.213689 -0.497166
H: 1.811957 -1.712119 1.188933
H: 3.399301 -3.756633 -0.364895
H: 3.737739 -3.374281 1.291650
H: 3.890060 -2.097785 0.128066
H: 1.915132 -4.684399 1.367287
H: 1.474155 -3.543037 2.653748
H: 0.303639 -4.067956 1.439519
H: -1.293414 -0.792712 -1.811805
H: -1.345911 0.616051 0.676595
H: -3.545535 -0.244040 0.673744
H: -3.125634 0.331361 -0.939361
H: -3.144635 -1.408754 -0.585286
H: -0.963222 -2.374853 1.125271
H: -2.293572 -1.540846 1.794781
H: 0.491808 -0.606262 2.425766
H: -1.063986 -0.052097 3.033958
H: -0.515664 -1.673389 3.399321

Forces on atoms 1 to 3 (eV/Å):
0.01 -0.01 -0.61
-0.49 -0.28 0.16
0.23 0.21 0.04

Summary:
- Energy above the lowest of the compared OMol25 structures with the same formula, charge and spin: 79.5 kcal per mole
- HOMO energy: -0.36278 hartree
- Max |F|: 1.34 eV/Å
- SMILES string: CCC[C@@H](C)[C@@]1(CON=O)O[C@@H](O)[C@@H](CC(C)C)[C@H]1[C@@H](C)CC
- Electronic energy: -1062.403478 hartree